Entry 1:
Below is a structure of composition C39H46CrN9O5S3Si, with properties calculated with ωB97M-V with the def2-TZVPD basis set.

Calculated values
Relative energy (zero: lowest compared OMol25 entry of this formula, charge and spin) in eV: 0.383
Calculated total energy in a.u.: -4911.5801
Total charge: -1
Multiplicity: 5
LUMO (alpha / beta) in eV: 2.1 / 2.0
HOMO-LUMO gap (alpha / beta) in eV: 4.0 / 7.8

Each line ends with the Mulliken charge.
Atoms and positions in Å:
Cr  -0.6690  -1.1100  0.5908  -0.74
C  1.0504  4.9665  5.4266  -1.48
C  0.4495  3.6276  5.0942  1.09
C  0.7354  2.5003  5.8528  -0.82
C  0.2221  1.2542  5.5076  -0.65
C  -0.5871  1.1379  4.3904  -0.61
C  -0.8957  2.2568  3.6251  -0.07
C  -0.3830  3.4886  3.9834  -0.55
S  -1.1483  -0.4562  3.8540  1.52
O  -0.9780  -1.3354  4.9916  -0.87
O  -2.5023  -0.2443  3.3733  -1.06
N  -0.2359  -0.8584  2.6374  0.64
C  1.0366  -1.4760  3.0068  0.14
C  1.6022  -2.2054  1.8053  -0.02
O  2.4254  -3.1137  1.9806  -0.91
O  1.1558  -1.8480  0.6592  -0.57
H  1.5731  4.9402  6.3834  0.37
H  0.2843  5.7429  5.4779  0.38
H  1.7688  5.2616  4.6577  0.24
H  1.3793  2.5915  6.7215  0.29
H  0.4410  0.3737  6.0979  0.50
H  -1.5161  2.1417  2.7447  0.34
H  -0.6039  4.3592  3.3737  0.35
H  0.9345  -2.1836  3.8285  0.51
H  1.7923  -0.7365  3.3114  0.04
C  -1.5591  2.8221  -2.2385  -1.73
C  -0.8191  3.2751  -0.9716  2.85
C  -1.8392  3.3740  0.1698  -1.39
C  -0.2579  4.6844  -1.1997  -2.10
Si  0.4934  1.9712  -0.4918  -1.68
O  -0.2367  0.6785  0.1235  2.08
C  1.5475  1.4950  -1.9868  1.10
C  1.9895  2.3898  -2.9670  -0.11
C  2.7694  1.9717  -4.0378  -0.91
C  3.1362  0.6364  -4.1496  -0.63
C  2.7327  -0.2651  -3.1754  -0.76
C  1.9531  0.1617  -2.1071  -0.05
C  1.7082  2.6651  0.7842  0.40
C  1.9379  1.8736  1.9132  0.38
C  2.8730  2.2290  2.8766  -0.32
C  3.6001  3.4026  2.7352  -0.87
C  3.3939  4.2050  1.6197  -0.85
C  2.4655  3.8332  0.6546  -0.59
H  -2.2534  3.6101  -2.5585  0.59
H  -2.1530  1.9226  -2.0540  0.26
H  -0.8810  2.6121  -3.0701  0.30
H  -2.6711  4.0260  -0.1297  0.58
H  -1.3854  3.8114  1.0647  -0.02
H  -2.2515  2.3995  0.4373  -0.02
H  -1.0735  5.3505  -1.5105  0.48
H  0.5043  4.7271  -1.9816  0.28
H  0.1719  5.0985  -0.2848  0.40
H  1.7137  3.4381  -2.9148  0.02
H  3.0837  2.6867  -4.7901  0.43
H  3.7295  0.3009  -4.9926  0.48
H  3.0092  -1.3103  -3.2513  0.46
H  1.6434  -0.5625  -1.3641  -0.01
H  1.3488  0.9717  2.0297  -0.02
H  3.0259  1.5950  3.7428  0.41
H  4.3279  3.6890  3.4863  0.38
H  3.9670  5.1169  1.4940  0.40
H  2.3530  4.4643  -0.2213  0.35
S  -1.1626  -3.1716  -5.7200  -0.24
C  -1.0940  -2.6575  -4.0595  -0.22
C  -0.6058  -3.5083  -3.0269  -0.86
C  -0.4110  -3.0327  -1.7663  -0.68
N  -0.6441  -1.7272  -1.3916  1.06
C  -1.0795  -0.9004  -2.4002  -0.78
C  -1.3078  -1.2978  -3.6781  -0.75
C  0.4737  -2.6654  -6.2691  0.41
C  0.7028  -1.3871  -6.7585  -0.10
C  1.9983  -1.0113  -7.0861  -0.40
N  3.0559  -1.8120  -6.9703  -0.64
C  2.8268  -3.0380  -6.4991  -0.45
C  1.5730  -3.5061  -6.1379  -0.19
H  -0.3412  -4.5364  -3.2461  0.39
H  0.0183  -3.6752  -1.0104  0.42
H  -1.2155  0.1320  -2.1200  0.40
H  -1.6108  -0.5564  -4.4083  0.47
H  -0.1168  -0.6886  -6.8683  0.34
H  2.1936  -0.0098  -7.4564  0.38
H  3.6949  -3.6829  -6.4032  0.35
H  1.4497  -4.5076  -5.7452  0.34
C  -6.5657  -2.2110  0.4569  -1.07
N  -5.3454  -1.6280  -0.0523  -0.11
C  -4.2504  -1.3822  0.6942  0.35
N  -4.1845  -1.9309  1.9062  -0.11
S  -3.0383  -0.4036  0.0393  -0.34
H  -7.2581  -2.3422  -0.3709  0.35
H  -7.0437  -1.5821  1.2146  0.32
H  -6.3790  -3.2005  0.8803  0.31
H  -5.3561  -1.1566  -0.9404  0.28
H  -5.0058  -2.3441  2.3150  0.26
H  -3.4992  -1.5209  2.5431  0.17
N  1.1040  -5.4422  2.4329  -0.28
C  -0.0400  -6.0125  2.0469  0.48
N  -0.1243  -7.3653  2.1489  -0.42
N  -1.1124  -5.4098  1.5919  -0.75
C  -1.1524  -4.1187  1.3952  0.62
N  -1.2985  -3.0015  1.1502  0.23
H  1.8956  -6.0533  2.5500  0.27
H  1.3867  -4.5021  2.1174  0.07
H  0.4951  -7.8417  2.7798  0.23
H  -1.0545  -7.7363  2.0642  0.27

Entry 2:
Below is a structure of composition CH5O2Pt, with properties calculated with ωB97M-V with the def2-TZVPD basis set.

Calculated values
Calculated total energy in a.u.: -310.3208
Total charge: +1
Multiplicity: 3
LUMO (alpha / beta) in eV: -5.6 / -6.5
HOMO-LUMO gap (alpha / beta) in eV: 7.8 / 8.4

Each line ends with the natural charge from an NBO analysis.
Atoms and positions in Å:
O  0.0618  -0.3206  -0.1315  -0.59
H  -0.6230  1.5036  0.5635  0.56
C  0.2241  -1.6815  0.1370  -0.30
H  -0.1048  -2.3108  -0.7085  0.21
H  1.2875  -1.9202  0.3141  0.23
H  -0.3669  -1.9794  1.0206  0.22
Pt  0.1604  0.6726  -1.4038  1.06
O  -0.5180  2.0260  -0.4868  -0.93
H  -0.0914  2.8842  -0.3991  0.54

Entry 3:
Below is the ion C3H10N3O with charge -1, with properties calculated with ωB97M-V with the def2-TZVPD basis set.

Calculated values
Relative energy (zero: lowest compared OMol25 entry of this formula, charge and spin) in eV: 5.475
Calculated total energy in a.u.: -359.6414
Total charge: -1
SMILES string: CNN([O-])N(C)C
LUMO in eV: 4.4
HOMO-LUMO gap in eV: 6.5

Each line ends with the natural charge from an NBO analysis.
Atoms and positions in Å:
C  0.2068  -2.6228  -0.2359  -0.39
N  -0.5283  -1.4984  0.2205  -0.56
N  -0.2183  -0.3246  -0.6174  0.06
O  -1.4441  0.0831  -1.1958  -0.86
N  0.3167  0.6234  0.3222  -0.32
C  1.0404  1.6804  -0.4931  -0.42
C  -0.6568  1.3803  1.1475  -0.46
H  1.3331  -2.5198  -0.0885  0.19
H  0.0147  -3.6012  0.4834  0.14
H  -0.1137  -3.0082  -1.2713  0.16
H  -1.5515  -1.5527  0.1081  0.36
H  1.9925  1.2849  -0.8633  0.18
H  0.6019  1.9399  -1.4494  0.19
H  1.0320  2.4975  0.0960  0.17
H  -0.2154  1.2150  2.2001  0.18
H  -0.4770  2.4806  0.9280  0.15
H  -1.6376  1.1231  0.8578  0.23

Entry 4:
Below is a cluster of 6 separate species, C12H24O12 in total, with properties calculated with ωB97M-V with the def2-TZVPD basis set.

Calculated values
Relative energy (zero: lowest compared OMol25 entry of this formula, charge and spin) in eV: 1.786
Calculated total energy in a.u.: -1374.4830
Total charge: 0
SMILES string: O=C1OCCO1.O=C1OCCO1.O=C1OCCO1.CO.CO.CO
LUMO in eV: 0.3
HOMO-LUMO gap in eV: 10.1

Each line ends with the natural charge from an NBO analysis.
Atoms and positions in Å:
O  -0.1498  1.4830  -5.1176  -0.58
C  -0.4718  0.4321  -4.6525  0.98
O  -1.3136  -0.4728  -5.1406  -0.48
C  -1.0312  -1.7739  -4.5441  -0.09
C  -0.1653  -1.3878  -3.2642  -0.11
O  0.0816  0.0018  -3.4630  -0.52
H  -1.9885  -2.2482  -4.3155  0.21
H  -0.4235  -2.3625  -5.1823  0.19
H  0.7430  -1.9616  -3.2227  0.20
H  -0.6288  -1.5572  -2.2490  0.21
O  1.4136  -2.0361  -0.4537  -0.60
C  1.9673  -1.0344  -0.8283  0.98
O  2.3052  0.0453  -0.0727  -0.50
C  2.7383  1.0809  -0.9075  -0.10
C  3.0264  0.3978  -2.2729  -0.10
O  2.3751  -0.8507  -2.0980  -0.49
H  2.0372  1.8936  -1.1080  0.19
H  3.5848  1.5500  -0.3149  0.20
H  4.1134  0.2971  -2.3813  0.19
H  2.4820  0.8635  -3.1341  0.23
O  1.4613  0.1312  5.6386  -0.58
C  1.5333  -0.4547  4.5931  0.97
O  2.6123  -1.0142  4.0022  -0.48
C  2.1804  -1.8036  2.8601  -0.10
C  0.7354  -1.3769  2.6638  -0.11
O  0.3869  -0.7684  3.9522  -0.52
H  2.8529  -1.5639  2.0228  0.22
H  2.1802  -2.8926  3.1105  0.19
H  -0.0071  -2.1358  2.4489  0.22
H  0.7222  -0.5723  1.9273  0.20
C  -0.4232  2.4689  3.8688  -0.25
O  -1.0978  1.3919  3.1581  -0.76
H  0.6004  2.5309  3.6753  0.16
H  -0.8804  3.3746  3.5915  0.18
H  -0.5246  2.2563  4.9767  0.19
H  -0.8861  0.6154  3.6398  0.49
C  -0.8822  1.9784  -0.1788  -0.25
O  -1.3468  0.7323  0.3648  -0.78
H  -1.4794  2.7590  0.2432  0.17
H  0.1642  2.1676  0.0302  0.15
H  -1.0265  1.9211  -1.2700  0.19
H  -1.1754  0.7804  1.3500  0.50
C  -4.6022  -0.6399  -0.5674  -0.24
O  -4.2606  -0.1373  0.6896  -0.74
H  -4.2291  -1.6504  -0.6252  0.15
H  -5.7290  -0.6693  -0.6810  0.17
H  -4.1824  -0.0490  -1.3463  0.16
H  -3.3922  0.2601  0.5838  0.49

Entry 5:
Below is a structure of composition C18H13F9NO3ReSe3Te, with properties calculated with ωB97M-V with the def2-TZVPD basis set.

Calculated values
Relative energy (zero: lowest compared OMol25 entry of this formula, charge and spin) in eV: 2.601
Calculated total energy in a.u.: -9423.3493
Total charge: +1
Multiplicity: 2
LUMO (alpha / beta) in eV: -5.1 / -4.9
HOMO-LUMO gap (alpha / beta) in eV: 5.3 / 5.5

Each line ends with the natural charge from an NBO analysis.
Atoms and positions in Å:
Re  -0.2854  0.2682  0.1010  0.93
Se  -0.4503  -2.0654  -0.4577  0.12
Se  1.4952  -2.8391  -1.4875  -0.18
Te  3.2735  -1.1493  -0.8516  0.27
Se  2.0324  0.3564  0.7096  -0.06
F  -0.3662  2.0118  2.2424  -0.30
C  -1.5966  1.4870  2.4025  0.95
F  -2.1964  1.6776  1.1982  -0.33
F  -2.2455  2.2028  3.2917  -0.27
C  -1.4860  -0.0413  2.6964  -0.01
O  -0.4666  -0.5868  2.0136  -0.70
C  -1.3027  -0.2632  4.2192  0.97
F  -0.2982  0.4888  4.6698  -0.31
F  -1.0162  -1.5271  4.4824  -0.29
F  -2.4017  0.0647  4.8975  -0.30
C  -2.8144  -0.6989  2.2332  0.96
F  -2.9366  -1.9449  2.6530  -0.28
F  -2.7809  -0.7479  0.8713  -0.33
F  -3.8990  -0.0148  2.5703  -0.29
C  2.6625  2.9105  -1.5018  -0.26
O  2.3273  1.7478  -2.2430  -0.55
C  3.0749  1.4062  -3.3307  0.40
C  4.3060  1.9710  -3.6429  -0.30
C  5.0660  1.4818  -4.6907  -0.15
C  4.6296  0.3934  -5.4300  -0.22
C  3.4019  -0.1692  -5.1503  -0.18
C  2.5956  0.3503  -4.1387  0.00
N  1.3649  -0.2695  -3.8793  -0.44
C  0.2884  0.2839  -3.3579  0.25
C  0.0080  1.6819  -3.3696  -0.14
C  0.2373  2.4713  -4.5103  -0.15
C  -0.1681  3.7856  -4.5468  -0.23
C  -0.7669  4.3761  -3.4292  -0.13
C  -0.9552  3.6526  -2.2766  -0.26
C  -0.5764  2.3000  -2.2199  0.36
O  -0.6576  1.6476  -1.1014  -0.70
H  1.8727  3.0200  -0.7574  0.21
H  2.6767  3.7910  -2.1476  0.20
H  3.6162  2.7997  -0.9799  0.20
H  4.6858  2.7827  -3.0458  0.24
H  6.0185  1.9353  -4.9167  0.24
H  5.2446  -0.0214  -6.2100  0.24
H  3.0445  -1.0148  -5.7160  0.22
H  1.3362  -1.2686  -4.0776  0.45
H  -0.4582  -0.3994  -2.9574  0.24
H  0.6602  2.0096  -5.3909  0.23
H  -0.0433  4.3571  -5.4533  0.24
H  -1.0662  5.4131  -3.4668  0.24
H  -1.3793  4.0979  -1.3876  0.24

Entry 6:
Below is a cluster of 8 separate species, C5H26N2O8 in total, with properties calculated with ωB97M-V with the def2-TZVPD basis set.

Calculated values
Relative energy (zero: lowest compared OMol25 entry of this formula, charge and spin) in eV: 6.615
Calculated total energy in a.u.: -917.3518
Total charge: 0
SMILES string: C[C@H](N)C(=O)N(C)C.O.O.O.O.O.O.O
LUMO in eV: -0.1
HOMO-LUMO gap in eV: 9.3

Each line ends with the natural charge from an NBO analysis.
Atoms and positions in Å:
C  1.2795  1.8157  -2.3412  -0.63
C  0.3970  1.1217  -1.2315  -0.11
N  -1.0158  1.3857  -1.3493  -0.88
C  0.6086  1.6115  0.2544  0.71
O  0.6243  2.7370  0.5198  -0.61
N  0.9101  0.6593  1.1941  -0.45
C  0.8183  1.2805  2.6547  -0.46
C  0.1729  -0.6537  1.3053  -0.50
H  2.0538  2.6175  -2.1306  0.23
H  1.8592  1.0112  -2.6274  0.20
H  0.6506  2.1528  -3.2742  0.21
H  0.6543  -0.0312  -1.5234  0.17
H  -1.4533  1.2014  -2.1953  0.36
H  -1.4024  2.3408  -0.9204  0.40
H  0.0440  2.0845  2.7706  0.21
H  0.4415  0.6749  3.4455  0.22
H  1.6580  1.9752  2.9443  0.22
H  -0.8492  -0.7201  0.9650  0.21
H  -0.2934  -0.8021  2.4052  0.26
H  0.8952  -1.4457  1.1487  0.21
O  -0.9477  3.9564  2.1283  -0.96
H  -1.1318  3.0500  1.8768  0.48
H  -0.1191  4.3249  1.8339  0.50
O  -2.5864  -2.2915  1.2037  -0.96
H  -2.3997  -1.7211  0.4067  0.49
H  -2.4031  -3.1554  0.6461  0.48
O  0.6374  -3.0169  -0.6927  -0.94
H  -0.1072  -3.2638  -0.1993  0.46
H  0.3690  -2.0699  -0.9136  0.48
O  3.4066  -1.6807  -1.1056  -0.96
H  2.7954  -2.2209  -0.4855  0.50
H  4.2194  -1.6229  -0.7679  0.46
O  -1.9995  -0.7585  3.4023  -1.01
H  -2.7818  -0.2347  3.5093  0.49
H  -2.0080  -1.6143  2.8546  0.52
O  -2.7152  -1.7297  -1.6780  -0.95
H  -3.5848  -1.5021  -1.4523  0.48
H  -2.3624  -1.0464  -2.2253  0.48
O  1.9944  -1.3807  -3.7736  -0.95
H  1.3205  -2.1452  -3.4510  0.48
H  2.3508  -0.8936  -3.1308  0.47

Question: What is the total charge in the third record?
Answer: -1

Question: total charge of number 6 (C5H26N2O8)?
Answer: 0

Question: Among the records above, which one has the lowest calculated total energy?
Answer: C18H13F9NO3ReSe3Te

Question: What is the total charge in the fifth record?
Answer: +1